Computed, not measured: a cluster of 13 separate species, C30H78O17S11 in total in a non-equilibrium geometry, with the ωB97M-V functional and the def2-TZVPD basis.

```
136
Properties=species:S:1:pos:R:3:forces:R:3
S 5.412200 2.736400 -0.899049 0.336 -0.343 -0.167
S -0.006857 -1.349698 -3.500047 -0.411 0.487 0.764
S -2.631374 3.514710 -3.079875 1.230 0.279 -1.426
S -5.106588 0.167058 1.427063 0.225 -0.191 -0.064
S -3.123395 -4.765912 -1.161269 -0.483 -0.109 -0.316
S 0.858251 2.931425 4.937558 0.206 0.106 0.140
S 4.148922 -2.691644 -2.891102 0.095 -0.155 0.343
S 5.297168 -1.158637 2.457219 -0.308 -0.101 -0.093
S 1.982283 -4.755699 0.101339 0.042 0.271 -0.447
S 0.884138 3.211878 -3.203617 0.021 -0.254 0.335
S -3.013179 5.491450 1.121838 -0.163 -0.064 -0.182
O -2.629393 4.072460 1.324523 0.102 -0.309 0.060
O 5.241122 1.962864 -2.161462 -0.167 0.023 -0.285
O -1.886176 -4.143340 -0.628189 0.211 0.574 0.310
O -5.215603 0.068618 -0.053233 0.002 -0.224 -0.584
O 0.950852 1.670416 0.754448 0.349 -0.093 0.175
O 5.831875 -0.586343 3.713250 0.319 0.211 0.343
O -3.359413 -2.546780 5.233421 0.083 0.322 0.657
O 0.409469 -0.228176 -0.236567 -0.623 0.257 -0.462
O 2.494763 0.055102 0.386448 0.752 0.320 0.797
O -2.688009 -2.273450 3.131250 -0.197 -0.319 -0.741
O 5.526050 -3.216047 -2.677636 0.218 -0.345 0.029
O 2.176474 -4.966186 1.561497 -0.357 -0.174 0.220
O 1.108124 3.538425 -4.624956 -0.009 0.100 -0.730
O 1.435593 4.262208 5.254426 -0.057 0.154 0.027
O -1.777265 -3.890774 4.353733 -0.257 0.129 -0.073
O 1.007726 -1.579035 -4.537557 0.635 -0.501 -0.628
O -2.081002 3.133959 -1.758078 -0.696 -0.081 0.680
C -4.189463 1.661259 1.723108 -0.343 0.529 0.233
C -0.498696 3.179722 3.800199 -0.246 0.035 -0.196
C 2.158207 2.077723 -2.701967 0.647 0.026 0.403
C -3.868037 2.354446 -3.591802 -1.346 -0.397 0.440
C -0.735945 0.653021 -0.502229 0.649 -1.081 0.993
C -0.425014 1.803756 0.440641 -1.415 1.370 -0.558
C 6.062704 -2.747170 2.161157 -0.260 -0.841 -0.171
C -2.641700 -2.852788 4.341754 -0.379 -0.948 -0.392
C 1.122111 -3.207660 -0.134333 0.641 0.251 -0.611
C 1.380735 0.469780 0.324035 0.004 -0.217 -0.288
C -3.678590 4.986345 -2.990640 -0.206 -0.553 0.108
C -1.208148 -4.111382 3.032081 0.092 0.873 0.768
C -1.348673 -2.544103 -3.624384 0.170 -0.463 -0.328
C -1.950742 -0.191576 -0.206255 -0.342 0.394 -0.793
C 3.945214 -1.414279 -1.642974 -0.449 0.075 -1.185
C -6.705103 0.676937 1.990321 -0.386 0.276 1.145
C -4.532099 -4.375108 -0.105366 -0.652 -0.466 0.578
C -3.146361 6.180103 2.767052 0.638 0.407 0.130
C 4.248329 -1.642264 -4.347158 -0.643 -0.616 -0.784
C 0.629966 -5.778804 -0.532783 -0.203 -0.536 0.457
C -1.512949 -5.495188 2.577161 0.251 -1.326 0.266
C -1.000718 0.014816 -4.093803 0.053 0.369 -0.004
C -1.861624 -2.994545 2.199276 1.250 0.604 0.855
C 7.133169 3.208258 -0.850611 0.296 0.904 0.195
C 3.686316 -1.807938 2.862781 -0.478 -0.816 -0.516
C -2.957855 -6.501030 -0.773085 0.618 -0.808 -0.673
C 1.939113 2.201144 3.717986 0.583 -0.432 -0.627
C 5.480779 1.515590 0.415745 -0.911 0.282 1.100
C -1.521111 6.370251 0.655110 0.429 0.496 0.196
C 1.550276 4.598501 -2.286406 -0.244 0.332 0.313
H -1.409278 -0.237480 -5.072405 -0.163 -0.031 0.069
H -1.756308 0.222070 -3.337816 -0.178 -0.052 -0.128
H -4.669032 2.507790 1.235233 -0.051 -0.085 -0.185
H -0.954822 -6.225312 3.173001 -0.107 0.172 0.166
H -6.597292 1.134775 2.980235 0.054 -0.111 -0.041
H -0.651316 5.776868 0.938511 -0.135 -0.155 0.079
H 1.060725 -6.657712 -1.004735 0.007 -0.021 -0.114
H 2.948500 -1.011660 2.876490 0.097 0.127 0.213
H -3.469633 -7.098931 -1.530052 -0.322 0.088 0.204
H -0.021247 -5.213006 -1.196542 0.360 -0.033 -0.109
H -3.970642 5.699503 3.281333 -0.108 0.039 0.007
H -7.297945 -0.224826 2.129750 -0.131 0.046 -0.230
H -2.246347 -2.026852 -3.296417 -0.165 -0.225 0.061
H -1.431917 -2.897979 -4.654523 -0.071 0.338 -0.087
H 3.846759 -1.884174 -0.673106 0.358 0.046 0.141
H -1.115012 -2.252005 1.911064 0.028 -0.290 -0.484
H 3.147806 2.484714 -2.922991 -0.093 0.027 -0.104
H -1.152999 -3.420940 -3.010121 0.079 0.187 0.245
H -0.620188 2.763450 -0.046692 0.409 -0.137 -0.196
H 7.337416 4.025163 -1.545657 -0.282 -0.293 -0.358
H 3.742487 -0.691793 -4.215679 0.310 0.212 0.052
H -1.489908 7.307625 1.212207 0.042 0.058 -0.180
H 1.385447 4.503464 -1.210983 -0.029 -0.189 -0.042
H -3.582523 5.463556 -3.962862 0.037 0.185 0.046
H 3.008158 -0.905957 -1.879688 0.012 0.070 0.139
H -4.722974 4.732426 -2.812715 0.022 0.084 0.234
H 2.087175 1.994309 -1.612681 0.007 -0.205 -0.089
H -1.347140 3.642980 4.299978 0.014 -0.225 0.251
H -4.269472 2.594503 -4.577544 0.266 0.255 -0.029
H -2.107818 -0.400688 0.852253 0.137 0.338 0.094
H -0.646335 0.998994 -1.530092 -0.215 -0.172 -0.076
H -1.194118 -5.720695 1.558175 -0.296 0.576 0.073
H -1.088177 1.898638 1.303570 0.450 -0.662 0.381
H 0.137471 -3.135338 0.320482 0.136 -0.097 0.090
H 1.994943 2.828228 2.827906 -0.086 0.131 0.100
H -2.570009 -5.737558 2.707436 -0.077 0.172 -0.162
H -0.144537 -3.949170 3.203960 0.104 -0.133 -0.539
H 1.615300 1.205855 3.403628 -0.270 0.080 0.166
H -4.111672 1.891601 2.786019 0.114 -0.228 0.032
H 7.746710 2.343127 -1.085554 0.087 -0.041 0.159
H -4.400291 -3.497563 0.524923 0.295 0.230 -0.382
H -2.812665 0.334382 -0.624986 -0.203 -0.300 0.212
H -3.213843 1.522647 1.279057 0.077 0.043 0.069
H -3.266542 5.596227 -2.191966 -0.045 0.151 -0.042
H -7.202372 1.399637 1.347898 0.196 -0.111 -0.350
H 4.778134 -0.731489 -1.800520 0.063 0.079 0.489
H 3.381071 -2.533111 2.099074 0.056 0.187 -0.103
H 5.406145 0.490372 0.072426 0.346 0.092 -0.517
H 2.613146 4.711127 -2.489702 0.005 0.025 -0.143
H -2.350678 -3.415321 1.333404 -0.510 0.373 0.035
H -0.753525 2.182154 3.438581 -0.244 0.129 -0.066
H -1.861495 -1.174821 -0.676597 0.037 0.129 -0.232
H 3.704562 -2.177057 -5.132248 -0.112 0.092 0.128
H 7.140279 -2.637368 2.242860 0.019 0.077 -0.137
H -2.200838 5.997908 3.284038 -0.097 -0.226 0.049
H 5.712975 -3.546994 2.820066 0.079 0.355 0.380
H 6.294762 1.650711 1.126548 0.183 0.025 -0.244
H -3.490110 1.338217 -3.623422 0.355 0.086 0.012
H -3.254734 7.263926 2.705853 -0.375 -0.065 -0.012
H 1.055376 -3.101657 -1.223033 -0.236 0.020 0.075
H -3.179648 -6.846821 0.233071 -0.222 0.361 0.089
H -4.708170 2.359390 -2.885994 0.142 -0.004 0.021
H -1.895188 -6.685512 -0.963469 -0.094 0.038 0.066
H 3.731335 -2.386825 3.785227 0.112 0.353 0.218
H 0.985206 5.458531 -2.645660 0.134 0.076 -0.012
H -0.380227 0.905951 -4.198481 0.142 -0.130 0.011
H -1.474140 6.582915 -0.409580 -0.171 -0.136 -0.060
H 5.760868 -3.088799 1.165479 0.291 0.296 -0.126
H 1.824272 -2.430928 0.166114 -0.272 0.113 0.349
H 0.002651 -6.106440 0.304813 0.419 0.102 -0.142
H 2.096765 1.105658 -3.187533 -0.382 -0.026 -0.010
H 7.342329 3.670563 0.119961 0.056 -0.507 0.120
H 2.949891 2.079526 4.107347 -0.121 0.175 0.352
H 5.278108 -1.625778 -4.692850 0.196 0.451 0.472
H -4.743779 -5.205416 0.570899 0.115 -0.005 -0.027
H -5.414003 -4.246300 -0.732423 0.115 0.155 -0.095
H 4.555135 1.666470 0.984043 0.104 -0.071 -0.010
H -0.231853 3.841206 2.974378 0.280 -0.171 -0.020
```
Forces are in eV/Å.

The frontier orbital gap is 8.0 eV. For the HOMO energy, the calculation gives -0.297 Ha. The LUMO energy is -0.10 eV. Its charge is 0. The strongest force on any atom is 2.0 eV/A. The value obtained for the energy is -6848.65411 hartree.

Mulliken population analysis, charges in e, atoms 1 to 5:
1 S 0.6068
2 S 1.1856
3 S 0.6346
4 S 0.8641
5 S 0.5206

Computed, not measured: the ion C4H7ClP with charge +1 in a non-equilibrium geometry, with the ωB97M-V functional and the def2-TZVPD basis.

```
13
Properties=species:S:1:pos:R:3:forces:R:3
Cl 3.218335 0.942021 -0.169358 0.115 0.008 -0.001
P 1.767684 -0.189755 0.543212 -1.642 -1.411 -0.533
C -2.258652 1.369141 -0.180308 0.101 -0.935 -0.741
C -0.961253 0.936640 0.562559 -0.379 -0.182 2.125
C 1.780907 -1.895581 -0.281121 -1.464 -1.074 2.812
C 0.241948 0.465496 0.280808 -1.235 0.898 0.477
H 2.461091 -2.590049 0.271815 0.123 0.955 -1.068
H -3.173736 1.191715 0.478976 1.474 0.219 -0.950
H 0.800509 -2.491412 -0.250027 0.851 1.526 0.531
H -2.251651 0.684566 -1.063090 -0.592 0.500 0.578
H -2.312071 2.401524 -0.632971 0.576 -0.921 0.941
H -1.177792 0.841109 1.724735 0.854 0.458 -2.054
H 1.864682 -1.665412 -1.285224 1.218 -0.040 -2.117
```
Forces are in eV/Å.

The frontier orbital gap is 8.3 eV. For the HOMO energy, the calculation gives -0.535 Ha. The LUMO energy is -6.29 eV. Its charge is +1. The strongest force on any atom is 3.3 eV/A. The value obtained for the energy is -957.79445 hartree.

Mulliken population analysis, charges in e, atoms 1 to 5:
1 Cl -0.0666
2 P 0.3339
3 C -0.8540
4 C 0.1951
5 C -0.9003

Computed, not measured: a structure of composition C2H29HgO13 in a non-equilibrium geometry, with the ωB97M-V functional and the def2-TZVPD basis.

```
45
Properties=species:S:1:pos:R:3:forces:R:3
Hg 0.294337 4.138189 4.578163 0.097 -0.025 -0.312
O 3.192297 5.768099 2.819013 -0.336 -0.181 0.221
O 1.116697 -4.416081 -3.233647 0.040 0.355 -0.118
O 2.012107 -6.075961 0.849193 0.079 0.042 -0.267
O 5.845677 2.867809 1.565643 -0.308 0.226 -0.005
O -1.663863 -2.116101 -6.422397 -0.135 0.209 0.065
O -2.139813 5.570259 1.689573 0.312 -0.152 0.251
O 0.395517 0.795169 1.519793 0.686 -0.340 -1.556
O -2.085903 -4.532141 0.966793 0.381 -0.026 -0.047
O -4.859973 2.165399 0.329313 0.312 0.212 -0.150
O -3.757883 -1.276121 3.237953 0.081 -0.092 -0.368
O 4.201147 -1.546801 -5.902057 0.037 0.267 0.071
O 0.315737 -1.501781 6.151173 -0.078 0.202 0.102
O -3.565593 3.926679 -3.440767 0.034 0.199 0.024
C 0.098907 0.508619 -0.945727 0.860 0.598 1.218
C 0.869137 0.248649 0.404883 -2.688 -0.762 1.223
H -2.635853 6.343979 1.422103 -0.106 0.262 -0.055
H -2.584443 4.839689 1.259673 -0.191 -0.188 -0.146
H 3.329087 6.583639 2.336923 -0.012 0.268 -0.096
H 3.870077 5.177949 2.489503 0.296 -0.223 -0.076
H 0.000957 1.592539 -0.885537 -0.291 0.003 -0.966
H 1.254447 -0.754101 0.589613 0.279 -0.552 0.194
H 1.563027 -4.829231 -2.494507 0.175 -0.189 0.217
H -3.732203 3.439919 -2.633577 -0.185 -0.114 0.245
H -2.803753 -4.492301 0.334853 -0.215 -0.078 -0.167
H 0.272417 -4.864171 -3.285077 -0.206 -0.159 -0.046
H -0.877533 0.024379 -0.958907 0.108 -0.124 0.269
H -4.415253 1.386479 0.663593 0.029 -0.256 0.082
H -5.703723 2.172539 0.781263 -0.292 0.044 0.067
H 4.072047 -2.154621 -6.630137 -0.010 -0.129 -0.237
H 3.967817 -2.052131 -5.123327 -0.047 -0.158 0.180
H 2.597567 -5.767691 1.540883 0.213 -0.023 0.174
H -1.724143 -2.946031 -6.895497 -0.053 -0.194 -0.187
H 0.753787 0.128099 -1.729587 -0.269 0.339 -0.180
H 1.157687 -5.709461 1.076943 -0.359 0.004 0.048
H 1.810467 0.742689 0.164213 1.279 1.007 -0.090
H 0.559897 -2.416791 6.011993 0.060 -0.293 0.068
H -0.982043 -2.262601 -5.766737 0.214 -0.024 0.134
H 0.326447 -1.114711 5.275793 0.018 0.092 -0.178
H 5.476367 2.015799 1.333433 -0.009 -0.196 -0.082
H -2.974673 3.364869 -3.942177 0.112 -0.102 -0.240
H 6.690547 2.662149 1.965803 0.285 0.015 0.115
H -2.273993 -3.828871 1.588293 -0.161 0.140 0.257
H -3.010083 -0.681901 3.300663 0.166 0.138 0.091
H -4.253463 -1.123971 4.042613 -0.202 -0.043 0.250
```
Forces are in eV/Å.

The frontier orbital gap is 3.0 eV. For the HOMO energy, the calculation gives -0.467 Ha. The LUMO energy is -9.73 eV. Its charge is +1. The strongest force on any atom is 3.0 eV/A. The value obtained for the energy is -1224.60143 hartree.

Mulliken population analysis, charges in e, atoms 1 to 5:
1 Hg 0.4738
2 O -0.6338
3 O -0.6436
4 O -0.6275
5 O -0.6183